Entry from the Open Molecules 2025 dataset: a cluster of 9 separate species, C61H87N11O10P2S2 in total (the ωB97M-V functional and the def2-TZVPD basis).

Geometry as XYZ:
```
173
Properties=species:S:1:pos:R:3:forces:R:3:lowdin_charge:R:1
C 4.939 -1.173 -0.019 -0.7 0.5 0.2 -0.129
C 3.534 -0.352 0.299 -0.3 -0.7 0.0 -0.225
C 3.033 0.529 -1.026 1.5 -1.5 -0.2 -0.203
N 1.538 0.436 -1.281 -0.2 1.5 -0.8 -0.007
C 0.790 1.702 -0.880 0.8 -0.5 -2.6 -0.467
N 1.228 2.688 -1.935 1.7 2.9 3.9 0.090
C 1.414 3.958 -1.541 0.9 0.0 -0.5 -0.270
C 2.989 4.527 -1.612 -0.6 0.1 -1.2 -0.066
C 0.313 5.096 -1.118 0.5 0.5 -0.4 -0.052
O -0.627 1.678 -0.830 0.4 -1.6 0.0 -0.100
C -1.433 0.619 -1.356 -1.6 1.2 -1.2 -0.320
C -1.190 0.236 -2.961 1.5 -1.0 -0.8 -0.207
O -0.755 1.369 -3.801 -1.1 -1.3 -0.4 -0.269
C -0.886 0.948 -5.205 -0.2 -0.1 -0.8 -0.110
C -2.976 1.304 -1.125 -0.4 -0.2 -3.3 -0.276
C -3.156 2.605 -2.163 0.4 -0.6 -1.5 -0.156
N -4.532 3.266 -2.061 1.1 -0.1 -0.8 -0.010
C -4.161 0.269 -1.698 -0.7 -0.6 0.3 -0.071
C -5.369 -0.026 -0.643 -0.9 1.5 -0.7 -0.188
O -6.219 -1.097 -1.217 1.9 -0.2 1.3 -0.232
C -5.913 -2.411 -0.629 -1.2 -0.5 0.0 -0.235
C -6.739 -2.501 0.796 0.7 -0.2 0.3 -0.099
O -2.965 1.560 0.259 -1.1 -0.1 -0.2 -0.135
C -3.549 2.626 0.952 0.4 3.0 1.6 -0.661
C -2.886 4.154 0.719 -1.0 -0.9 -1.7 -0.059
S -2.927 2.339 2.758 0.0 -0.8 -0.2 0.811
O -4.986 2.863 0.900 1.7 -1.8 1.1 -0.173
C -5.796 2.158 1.871 -3.1 -0.5 0.3 -0.259
C -6.277 3.080 3.183 0.9 -2.1 0.7 -0.190
C -6.169 2.032 4.482 -0.1 -0.2 0.3 -0.162
P -1.388 -1.071 -0.454 -0.3 -4.2 1.5 0.536
O 0.011 -1.417 0.502 -2.8 1.5 0.6 -0.284
O -2.738 -1.354 0.667 3.7 2.6 -0.2 -0.282
S -1.574 -2.632 -1.674 0.1 1.6 0.6 0.343
P 1.272 2.235 0.935 -2.9 3.5 5.6 0.864
O 0.229 3.307 1.538 3.9 -3.7 -2.9 -0.375
O 1.164 0.879 2.077 1.2 2.8 -1.0 -0.265
O 2.851 2.892 1.121 -1.4 -2.2 0.5 -0.221
H 5.603 -1.062 0.940 -0.9 -0.3 -2.2 0.074
H 4.714 -2.314 -0.206 0.5 2.4 0.3 0.084
H 5.407 -0.700 -0.987 -0.5 -1.0 2.1 0.074
H 3.660 0.319 1.259 -0.2 -1.3 -2.0 0.079
H 2.734 -1.194 0.567 1.4 2.2 -0.7 0.107
H 3.540 -0.036 -1.949 -1.2 1.3 2.0 0.123
H 3.470 1.614 -1.056 -1.0 -2.0 0.3 0.101
H 1.498 0.462 -2.346 -0.3 0.1 1.8 0.110
H 3.009 5.346 -2.451 0.1 -1.3 1.7 0.077
H 3.737 3.661 -1.950 -1.9 1.9 0.9 0.077
H 3.323 5.010 -0.576 -1.0 -1.1 -2.2 0.100
H -0.751 4.799 -1.503 2.1 0.4 1.1 0.065
H 0.348 5.420 0.017 -0.2 -1.1 -2.3 0.100
H 0.611 6.079 -1.726 -0.4 -2.2 1.2 0.098
H -0.284 -0.537 -3.077 -2.2 1.4 0.7 0.110
H -2.105 -0.285 -3.465 1.4 1.1 1.4 0.118
H -0.051 1.483 -5.843 -1.6 -1.2 1.4 0.110
H -1.937 1.233 -5.683 2.0 -0.4 1.2 0.108
H -0.804 -0.219 -5.278 0.1 2.2 0.0 0.103
H -2.261 3.355 -2.114 -1.9 -1.4 0.2 0.112
H -3.155 2.174 -3.278 0.7 0.5 2.6 0.130
H -4.377 4.286 -2.220 -0.5 -1.3 0.0 0.073
H -5.158 2.870 -2.818 1.1 0.9 1.3 0.084
H -3.739 -0.768 -2.046 -0.6 1.9 0.9 0.081
H -4.695 0.709 -2.673 1.3 -0.8 2.3 0.131
H -6.059 0.949 -0.639 1.5 -2.1 0.0 0.135
H -5.056 -0.198 0.468 -0.3 -0.1 -2.3 0.110
H -4.766 -2.624 -0.542 -2.1 0.6 0.0 0.104
H -6.378 -3.222 -1.364 1.1 1.8 1.5 0.131
H -7.150 -1.439 1.130 0.9 -2.3 -0.9 0.088
H -7.626 -3.262 0.709 1.7 1.6 0.2 0.075
H -5.999 -2.877 1.628 -1.6 0.7 -1.5 0.075
H -3.659 4.717 0.005 1.8 -1.1 1.5 0.094
H -1.883 3.953 0.154 -1.7 0.7 1.5 0.050
H -2.786 4.754 1.718 -0.1 -1.4 -2.0 0.086
H -2.384 1.049 2.864 -0.7 1.1 -0.7 -0.107
H -6.836 1.934 1.320 2.3 0.4 0.9 0.135
H -5.422 1.083 2.191 -0.3 2.5 -0.6 0.107
H -7.407 3.380 3.124 2.5 -0.2 -0.1 0.069
H -5.536 3.971 3.350 -1.6 -1.6 -0.4 0.109
H -5.246 1.286 4.370 -1.9 1.8 0.2 0.046
H -7.141 1.344 4.572 2.0 1.6 -0.3 0.083
H -6.055 2.613 5.499 -0.3 -1.1 -2.0 0.070
H -0.167 -1.335 1.496 0.3 0.0 -1.9 0.080
H -2.483 -0.768 1.454 -1.0 -0.9 -1.2 0.057
H 1.429 1.280 2.977 -0.7 -0.6 -1.8 0.096
H 3.363 2.483 1.896 -1.3 0.7 -1.5 0.078
C -0.390 -7.160 -4.633 0.0 0.0 0.0 -0.085
C -0.788 -6.056 -3.886 0.1 -0.3 -0.2 -0.069
C -0.337 -4.805 -4.275 0.5 0.4 -0.6 -0.162
N 0.470 -4.594 -5.337 -0.2 -0.9 0.2 0.055
C 0.841 -5.685 -6.042 -0.2 0.8 0.3 -0.170
C 0.440 -6.975 -5.734 -0.2 0.0 0.2 -0.092
H -0.724 -8.157 -4.359 0.0 0.1 0.0 0.105
H -1.433 -6.167 -3.022 0.1 0.1 -0.1 0.104
H -0.622 -3.912 -3.726 0.0 -0.1 0.0 0.011
H 1.492 -5.489 -6.890 0.0 -0.1 0.1 0.102
H 0.767 -7.814 -6.336 0.0 0.1 0.0 0.102
C -11.139 6.547 3.933 0.0 0.0 0.0 -0.080
C -10.301 6.439 2.828 -0.1 0.0 0.2 -0.075
C -9.246 5.543 2.892 0.3 -0.6 0.7 -0.143
N -8.981 4.769 3.967 -1.0 0.8 0.0 0.047
C -9.812 4.897 5.024 0.6 -0.2 -0.6 -0.140
C -10.894 5.762 5.054 0.0 0.1 -0.2 -0.076
H -11.978 7.238 3.919 0.1 -0.1 0.0 0.105
H -10.464 7.038 1.940 0.0 -0.1 0.1 0.102
H -8.565 5.420 2.055 0.0 0.0 0.0 0.104
H -9.576 4.266 5.877 0.0 0.1 0.0 0.104
H -11.529 5.822 5.930 0.1 0.0 -0.1 0.101
C 3.941 -7.671 -3.308 0.0 0.0 0.0 -0.070
C 3.407 -6.408 -3.541 0.1 -0.2 0.1 -0.065
C 4.245 -5.310 -3.424 0.9 0.1 0.2 -0.146
N 5.552 -5.394 -3.093 -0.5 -0.8 -0.1 0.051
C 6.041 -6.634 -2.871 -0.3 0.9 -0.1 -0.176
C 5.284 -7.790 -2.967 -0.3 0.0 -0.1 -0.079
H 3.315 -8.555 -3.391 0.1 0.1 0.0 0.106
H 2.364 -6.281 -3.807 0.1 0.0 0.0 0.076
H 3.876 -4.304 -3.599 0.0 -0.1 0.0 0.099
H 7.093 -6.674 -2.604 -0.1 0.0 0.0 0.099
H 5.730 -8.760 -2.779 0.0 0.1 0.0 0.103
C 10.230 -7.789 -5.939 0.0 0.0 0.0 -0.083
C 9.161 -7.004 -5.520 0.2 -0.2 -0.1 -0.078
C 7.882 -7.383 -5.896 -0.4 -0.7 -0.5 -0.154
N 7.613 -8.472 -6.649 1.0 0.2 0.3 0.055
C 8.671 -9.213 -7.042 -0.8 0.4 0.2 -0.156
C 9.984 -8.917 -6.714 0.0 0.2 0.2 -0.083
H 11.247 -7.523 -5.663 -0.1 0.0 0.0 0.104
H 9.319 -6.118 -4.916 0.0 -0.1 -0.1 0.102
H 7.015 -6.805 -5.591 0.1 0.0 0.0 0.093
H 8.428 -10.082 -7.648 0.1 0.1 0.0 0.100
H 10.796 -9.549 -7.056 -0.1 0.0 0.0 0.099
C -2.988 1.845 7.062 0.0 0.0 0.0 -0.077
C -3.000 1.869 8.453 0.0 0.0 -0.3 -0.078
C -2.152 2.754 9.100 0.6 0.6 -0.3 -0.155
N -1.310 3.593 8.459 -0.6 -0.6 -0.5 0.050
C -1.319 3.546 7.109 0.1 0.1 0.9 -0.153
C -2.133 2.699 6.373 -0.1 -0.2 0.1 -0.076
H -3.639 1.166 6.520 0.1 0.1 0.0 0.097
H -3.653 1.216 9.019 0.1 0.1 0.0 0.101
H -2.126 2.812 10.185 0.0 0.0 -0.1 0.100
H -0.632 4.229 6.618 -0.1 0.0 0.0 0.095
H -2.100 2.705 5.290 0.0 0.1 0.1 0.038
C 1.309 -1.409 4.840 0.1 0.0 0.0 -0.077
C 2.148 -1.517 3.736 -0.2 0.0 0.2 -0.082
C 3.203 -2.413 3.800 0.3 -0.6 0.8 -0.138
N 3.467 -3.187 4.875 -0.8 0.7 0.0 0.056
C 2.637 -3.059 5.932 0.6 -0.2 -0.7 -0.152
C 1.554 -2.194 5.962 -0.1 0.2 -0.2 -0.077
H 0.471 -0.718 4.827 0.0 0.0 0.0 0.101
H 1.984 -0.918 2.847 0.1 -0.2 0.1 0.048
H 3.884 -2.536 2.962 -0.1 0.0 0.0 0.098
H 2.872 -3.690 6.784 -0.1 0.1 -0.1 0.101
H 0.919 -2.134 6.838 0.1 0.0 -0.1 0.101
C 4.880 5.336 5.698 0.0 0.0 0.0 -0.073
C 5.504 4.483 4.794 -0.1 0.1 0.1 -0.072
C 4.811 3.363 4.364 -0.8 -0.2 0.3 -0.160
N 3.563 3.047 4.776 0.4 0.8 0.1 0.049
C 2.984 3.893 5.655 0.2 -0.6 -0.5 -0.139
C 3.594 5.039 6.139 0.3 0.0 -0.1 -0.066
H 5.391 6.225 6.057 -0.1 -0.1 0.0 0.107
H 6.505 4.686 4.432 -0.1 0.0 0.0 0.103
H 5.254 2.668 3.656 0.1 0.0 0.1 0.099
H 1.982 3.616 5.972 0.1 0.1 0.0 0.095
H 3.080 5.684 6.843 0.0 -0.1 -0.1 0.106
C 4.257 -0.237 -5.207 0.0 0.0 0.0 -0.083
C 4.166 1.087 -4.790 0.0 -0.2 -0.1 -0.090
C 5.323 1.849 -4.768 0.9 -0.3 -0.2 -0.155
N 6.539 1.379 -5.125 -0.8 -0.6 0.0 0.052
C 6.596 0.089 -5.522 0.1 0.9 0.3 -0.151
C 5.494 -0.749 -5.582 -0.2 0.1 0.1 -0.075
H 3.371 -0.864 -5.238 0.1 0.0 0.0 0.105
H 3.216 1.516 -4.491 0.0 0.0 0.0 0.093
H 5.303 2.888 -4.454 0.0 -0.1 0.0 0.097
H 7.584 -0.265 -5.801 -0.1 0.0 0.0 0.101
H 5.599 -1.777 -5.911 0.0 0.1 0.0 0.102
```
Positions in Å, forces in eV/Å.

The HOMO-LUMO gap comes out at 0.3029 hartree. As for the LUMO energy: -0.4 eV. The HOMO energy comes out at -8.60 eV. As for the spin multiplicity: 1. The structure (SMILES) is CCCN[C@@](N=C(C)C)(O[C@](COC)([C@@](CN)(CCOCC)O[C@](C)(S)OCCC)P(O)(O)=S)P(=O)(O)O.c1ccncc1.c1ccncc1.c1ccncc1.c1ccncc1.c1ccncc1.c1ccncc1.c1ccncc1.c1ccncc1.